A 2-piece molecular cluster, C10H13NO3 overall in a non-equilibrium geometry, computed with ωB97M-V with the def2-TZVPD basis set.

The geometry in XYZ format:
```
27
Properties=species:S:1:pos:R:3:forces:R:3
C 2.947981 2.156496 0.459658 -0.03 -0.03 0.01
C 3.003552 0.867382 0.976031 0.10 0.11 0.01
C 1.801069 2.573110 -0.203867 0.10 0.09 -0.01
C 1.932600 0.015118 0.846711 -0.18 -0.06 -0.12
C 0.728225 1.724628 -0.353113 -0.11 -0.19 0.01
C 0.746323 0.413041 0.180065 0.47 0.29 -0.04
C -1.748064 -0.597706 -1.952021 -0.15 0.16 0.43
C -0.308567 -1.817183 0.687719 0.04 -0.30 0.17
C -1.679302 -0.070403 -0.509827 0.33 0.27 -0.56
C -0.362512 -0.465440 0.103774 -0.56 0.35 0.74
N -0.808908 0.491167 2.926934 0.37 -0.23 0.35
O -0.302262 -0.495450 3.422172 -0.48 1.16 -0.11
O -0.953982 1.599413 3.377571 0.14 -0.94 -0.37
O -2.771409 -0.633265 0.185727 -0.32 -0.11 0.11
H 3.784340 2.828436 0.576345 0.08 0.05 0.00
H 3.891412 0.533477 1.492409 0.06 -0.03 0.06
H 1.747543 3.576333 -0.601599 -0.01 0.05 -0.06
H 1.997290 -0.966918 1.286463 -0.03 -0.10 0.02
H -0.140309 2.082585 -0.881376 -0.10 0.03 -0.05
H -1.668317 -1.682561 -1.947194 0.04 -0.08 -0.03
H -0.946412 -0.175669 -2.553587 0.05 0.02 -0.03
H -2.709004 -0.324279 -2.379234 -0.08 0.02 -0.10
H -0.273826 -1.734124 1.789574 0.00 -0.17 -0.33
H -1.198028 -2.383499 0.423231 0.05 -0.07 0.01
H 0.584376 -2.362663 0.386853 0.07 -0.08 -0.06
H -1.790460 1.023108 -0.528699 0.08 -0.21 0.02
H -2.775395 -0.296590 1.090102 0.06 0.02 -0.07
```
Forces are in eV/Å.

Gap between HOMO and LUMO (spin up / spin down) = 4.96 / 8.90 eV
Calculated total energy = -18208.7960 eV
Energy relative to the best compared isomer or geometry (same formula, charge and spin) = 121.2 kcal per mole
Largest force on an atom = 1.26 eV/Å
Charge = 0
Highest occupied orbital energy (spin up / spin down) = -7.05 / -9.69 eV